DFT (ωB97M-V/def2-TZVPD) results for a 2-piece molecular cluster, C4H10OS2 overall.

Properties
Frontier orbital gap in eV: 9.72
Energy relative to the best compared isomer or geometry (same formula, charge and spin) in kcal per mole: 15.7
HOMO energy in eV: -9.0
SMILES: CC=O.CSSC

Geometry as ORCA input:
```
! RIJCOSX wB97M-V def2-TZVPD def2/J DEFGRID3
* xyz 0 1
O -0.48521 -0.63607 -2.32570
C -0.74315 0.51771 -2.08651
C 0.00484 1.67471 -2.67059
H -1.58543 0.76124 -1.41370
H 0.86163 1.31347 -3.23631
H 0.34488 2.35639 -1.88915
H -0.66539 2.24030 -3.32168
C -1.36103 -1.57426 0.85281
S -0.19224 -0.87893 2.04722
S 0.47595 0.81202 1.10146
C 1.88933 0.17717 0.15660
H -2.14753 -0.85583 0.63846
H -0.86394 -1.88913 -0.06054
H -1.80484 -2.44201 1.34177
H 1.59115 -0.68972 -0.42808
H 2.22007 0.96637 -0.51801
H 2.69194 -0.09119 0.83806
*
```


DFT (ωB97M-V/def2-TZVPD) results for one molecule with the formula C4H10OSSi in a non-equilibrium geometry.

Properties
Frontier orbital gap in eV: 9.44
Energy relative to the best compared isomer or geometry (same formula, charge and spin) in kcal per mole: 40.3
HOMO energy in eV: -8.6
SMILES: C=CS[SiH2]OCC

Geometry as ORCA input:
```
! RIJCOSX wB97M-V def2-TZVPD def2/J DEFGRID3
* xyz 0 1
C -3.51374 1.10865 -0.39852
C -3.31878 0.20952 0.53862
C 2.98227 -0.30757 0.89032
C 2.42431 -0.87398 -0.41958
O 1.01836 -1.06450 -0.32876
Si -0.21133 -0.05337 -0.40612
S -2.08204 -1.02575 0.33965
H -4.38145 1.78968 -0.39443
H -3.17719 0.79174 -1.43607
H -3.59601 0.04928 1.52815
H 2.69134 0.77478 0.77014
H 2.33625 -0.70567 1.55542
H 4.09578 -0.45559 1.01483
H 2.77082 -1.87111 -0.82843
H 2.60585 -0.15345 -1.24920
H -0.34606 0.69829 -1.72966
H -0.29838 1.08905 0.55365
*
```


DFT (ωB97M-V/def2-TZVPD) results for C4H10S as an isolated structure in a non-equilibrium geometry.

Properties
Frontier orbital gap in eV: 9.44
Energy relative to the best compared isomer or geometry (same formula, charge and spin) in kcal per mole: 93.2
HOMO energy in eV: -8.9

Geometry as ORCA input:
```
! RIJCOSX wB97M-V def2-TZVPD def2/J DEFGRID3
* xyz 0 1
C 1.60583 -0.87905 -0.08058
C 0.12686 -0.01164 -0.32355
C 0.02839 1.49481 0.22574
C -0.90945 -0.85113 0.35289
H 2.07366 -0.95345 1.07199
H 1.30159 -1.83249 -0.61455
H 2.30957 -0.24426 -0.65939
H 0.04821 0.13907 -1.37517
H -0.59393 2.16588 -0.62628
H -0.60116 1.31145 1.46304
H 1.06238 2.08920 0.32565
H -0.76916 -0.60721 1.49925
H -0.64786 -2.00984 0.24551
H -2.47537 0.46828 -1.49642
S -2.55956 -0.27962 -0.00814
*
```